Here is a structure of composition C38H38AlFN5O7S2 at a distorted geometry from the OMol25 dataset. Energies are from the ωB97M-V functional and the def2-TZVPD basis.

```
92
C38H38AlFN5O7S2 (the ωB97M-V functional and the def2-TZVPD basis)
S 9.71 13.88 16.37
S 10.82 12.55 12.97
Al 10.09 15.40 14.37
F 11.15 19.60 19.42
O 11.87 15.28 14.61
O 9.91 13.79 13.39
O 9.96 16.94 15.47
O 8.30 15.31 14.02
O 10.45 16.46 12.68
O 13.76 14.70 15.58
O 6.53 16.40 13.21
N 10.42 17.81 10.89
N 6.62 19.26 16.25
N 9.48 22.81 22.37
N 8.64 16.37 11.24
N 9.04 21.16 20.11
C 11.05 12.80 11.24
C 12.34 14.00 9.57
C 10.04 18.88 17.42
C 12.84 15.92 17.96
C 7.54 17.32 15.14
C 10.55 22.65 21.35
C 8.60 21.56 22.43
C 9.83 16.86 11.67
C 10.08 10.10 13.71
C 12.23 13.47 10.87
C 4.29 20.02 15.77
C 11.55 18.57 11.39
C 11.30 13.86 8.68
C 8.32 11.49 12.73
C 10.68 14.80 17.54
C 5.70 20.36 16.13
C 9.65 11.24 13.05
C 7.39 16.27 14.08
C 10.01 19.66 18.58
C 12.58 15.01 15.67
C 6.49 18.19 15.39
C 10.21 13.05 9.01
C 11.08 15.78 19.71
C 9.96 22.30 19.99
C 10.25 15.12 18.83
C 9.18 9.04 13.78
C 8.88 20.36 19.01
C 5.16 20.64 14.74
C 12.38 16.13 19.28
C 11.98 15.24 17.07
C 7.90 9.17 13.20
C 10.05 12.54 10.27
C 7.68 20.08 18.34
C 7.47 10.40 12.72
C 8.87 17.62 15.72
C 8.87 18.66 16.68
C 7.70 19.33 17.15
C 7.96 21.36 21.06
H 6.46 10.55 12.22
H 5.01 21.71 14.59
H 11.12 23.58 21.30
H 9.24 11.86 10.44
H 9.48 8.15 14.36
H 8.10 16.99 10.64
H 9.84 22.97 23.34
H 9.98 18.26 10.12
H 8.81 23.57 22.13
H 4.18 18.95 15.65
H 12.03 19.04 10.53
H 8.06 15.90 11.88
H 5.54 20.06 13.92
H 7.31 22.16 20.74
H 10.94 18.34 17.17
H 7.87 21.75 23.19
H 10.76 22.04 19.31
H 7.34 20.48 21.12
H 5.55 17.97 14.95
H 9.24 20.72 22.73
H 12.97 13.57 11.65
H 13.26 14.53 9.22
H 12.98 16.60 20.00
H 10.74 16.09 20.66
H 7.25 8.28 13.17
H 5.78 21.29 16.74
H 6.71 20.43 18.71
H 11.41 14.34 7.67
H 13.77 16.36 17.61
H 11.18 21.84 21.72
H 8.01 12.47 12.46
H 12.22 17.88 11.89
H 11.03 10.08 14.20
H 11.24 19.23 12.18
H 9.43 12.80 8.28
H 9.41 23.14 19.52
H 9.26 14.79 19.10
H 3.53 20.66 16.15
```

Charge   +1
Energy relative to the best compared isomer or geometry (same formula, charge and spin)   0.397 eV
HOMO energy   -7.627 eV
Energy   -3409.9130 Ha
HOMO-LUMO gap   4.2 eV
Multiplicity   1